--- A ---
The following is a quantum chemistry calculation of a cluster of 6 separate species, C12H36O6 in total, from the OMol25 dataset.

Output
SMILES string = CCO.CCO.CCO.CCO.CCO.CCO
lowest unoccupied orbital energy = 0.591 eV
net charge = 0

```
54
C12H36O6 ωB97M-V/def2-TZVPD
O -0.1230 0.6225 -2.0999
O -0.4207 -2.2873 -1.7600
O -1.0224 1.4098 -4.5737
O 3.2214 2.2896 5.4146
O -3.9989 -0.8372 0.2135
O 3.0222 -3.1219 0.5839
C 2.0245 0.6143 4.0436
C -3.1718 0.1319 -0.2222
C -2.3533 1.7897 -4.2100
C -2.3145 3.2312 -3.5204
C 0.7918 0.6931 0.1000
C -3.9504 1.4251 -0.3870
C -1.3993 -4.1771 -0.8455
C 4.1942 -1.7464 2.2608
C 2.0132 2.0608 4.6781
C 3.8704 -1.9534 0.7818
C -0.3886 -3.0252 -0.5362
C 0.1868 1.5142 -1.0418
H 0.9703 2.1996 -1.3648
H -2.7641 1.0176 -3.5595
H 3.3755 -1.0415 0.4478
H 1.7134 -0.1706 4.7330
H -1.7535 3.2222 -2.5859
H -0.6748 2.0487 -0.6415
H 1.6119 0.0811 -0.2754
H -2.2875 -3.9827 -1.4467
H 1.1020 2.2413 5.2483
H 3.3383 -3.4724 -0.2521
H -4.3845 -0.5450 1.0427
H 0.0063 -1.4281 -1.7283
H -0.8914 -4.9946 -1.3570
H -0.7723 -2.3583 0.2359
H 4.7520 -1.9834 0.1416
H 0.0820 -0.0280 0.5055
H 1.1952 1.2761 0.9279
H -0.9241 0.4896 -4.8286
H 4.6652 -2.6908 2.5334
H 1.3315 0.5959 3.2024
H 0.5710 -3.4872 -0.3041
H 4.9654 -0.9835 2.3664
H -2.9770 -0.1316 -1.2618
H -3.0203 1.7832 -5.0721
H -4.2082 1.8599 0.5787
H 3.9552 2.1123 4.8216
H -4.8803 1.3403 -0.9493
H -3.3543 2.1596 -0.9285
H 3.3384 -1.6113 2.9222
H -1.7441 -4.5388 0.1232
H -2.2130 0.2300 0.2868
H -1.7320 3.9549 -4.0907
H 3.0437 0.4883 3.6785
H 1.9979 2.8251 3.9011
H -0.3541 1.2614 -2.7781
H -3.2611 3.6268 -3.1522
```

---

--- B ---
The following is a quantum chemistry calculation of a structure of composition C12H36O6, from the OMol25 dataset.

Output
lowest unoccupied orbital energy = 0.327 eV
net charge = 0

```
54
C12H36O6 ωB97M-V/def2-TZVPD
O 1.0952 2.1558 -2.7518
O -0.9608 -3.2603 0.0116
O 0.1682 0.3230 1.0845
O -1.5005 1.1086 1.2683
O -3.6108 -0.8216 -1.1455
O 2.0156 0.5067 2.0835
C -1.9427 0.6016 2.5018
C 3.2896 2.2890 2.9302
C -2.3173 -1.3215 -1.1713
C -0.7311 0.3498 3.4409
C 0.4062 -3.0870 -0.2006
C 0.9172 -2.8685 1.2211
C -1.6324 -1.1167 -2.5583
C -0.1001 1.5565 -2.7513
C -0.2585 0.9775 -4.2120
C 1.7852 0.1755 -0.6584
C 0.3147 0.4628 -0.3048
C 2.0011 1.9091 2.1263
H -1.3180 -3.5910 -0.8158
H -2.4878 -0.3406 2.4457
H 1.9796 -2.6245 1.2295
H 2.0464 -0.8758 -0.5373
H -0.1513 0.8054 -1.9630
H 0.0986 1.0102 3.1888
H -2.6182 1.3955 2.8203
H -0.8530 2.3219 -2.5634
H -0.0527 1.7335 -4.9698
H 1.3244 0.1504 1.5205
H 1.0683 2.2769 2.5538
H 1.9429 2.1868 1.0739
H -2.3678 -2.3717 -0.8840
H 3.2531 1.7760 3.8912
H -0.0285 1.4671 -0.5534
H 0.5003 0.2153 -4.3895
H 0.3308 -2.0585 1.6549
H -0.3954 -0.6848 3.3701
H 1.9309 0.4530 -1.7023
H -0.5739 -1.1780 -2.3055
H 3.0904 3.3411 3.1338
H 0.9400 -3.9306 -0.6383
H -0.9059 0.5704 4.4939
H -1.8027 -0.6331 -0.5009
H 0.8671 3.0755 -2.9057
H -2.2305 1.0390 0.6487
H -1.9584 -1.8176 -3.3268
H 0.4503 -2.1470 -0.7507
H -4.3021 -1.4226 -1.4326
H -0.7068 0.6262 1.3375
H 0.7659 -3.7105 1.8966
H -0.2900 -0.3608 -0.6845
H -1.8772 -0.1287 -2.9483
H 2.4888 0.7760 -0.0819
H -1.2343 0.5735 -4.4813
H 4.1379 2.1418 2.2618
```

---

Which structure is the least stable? The one labeled B.

---

--- A ---
The following is a quantum chemistry calculation of an isolated molecule of C5H6BrN, from the OMol25 dataset.

Output
SMILES string = C/C=C(\Br)[C@H]1C=N1
lowest unoccupied orbital energy = 0.832 eV
net charge = 0

```
13
C5H6BrN ωB97M-V/def2-TZVPD
Br -1.5493 -0.2857 -2.2245
N 1.4500 -2.2068 0.1909
C 0.5479 -1.9747 -1.0039
C -1.1575 0.9102 0.9039
C 1.9893 -1.7506 -0.7960
C -0.4026 -0.8345 -0.7367
C -0.3755 -0.2597 0.4744
H 0.3725 -0.7542 1.0426
H -2.1411 0.6205 0.5454
H -0.7680 1.6643 0.3402
H 2.8984 -1.3360 -1.3172
H -1.1617 1.0006 1.9288
H 0.1204 -2.8601 -1.4151
```

---

--- B ---
The following is a quantum chemistry calculation of a cluster of 2 separate species, C5H6BrN in total, from the OMol25 dataset.

Output
lowest unoccupied orbital energy = 0.117 eV
net charge = 0

```
13
C5H6BrN ωB97M-V/def2-TZVPD
Br -1.5675 -1.8132 -2.0467
N -2.5399 -0.0952 0.0479
C -1.6359 -0.6315 -0.5467
C 0.7685 0.9949 0.6708
C 0.8975 -1.5230 0.1607
C 1.2353 1.9707 -0.0899
C 0.4356 -0.3193 0.1236
H 1.8599 -1.8151 0.6168
H 0.9055 1.1609 1.7083
H -3.5893 -0.3387 0.0632
H 1.3979 1.7715 -1.0479
H 0.2997 -2.3348 0.0201
H 1.5328 2.9729 0.3198
```

---

Which structure is the least stable? The one labeled B.

---

--- A ---
The following is a quantum chemistry calculation of a cluster of 2 separate species, C10H13N2O2 in total, from the OMol25 dataset.

Output
lowest unoccupied orbital energy (alpha / beta) = -4.805 / -5.209 eV
net charge = +1

```
27
C10H13N2O2 ωB97M-V/def2-TZVPD
O -2.1396 0.2985 -0.6267
O 2.7889 1.1225 -2.0623
N -3.1133 1.7823 0.7027
N -0.3741 -1.6471 -1.5018
C 1.6006 -0.3581 -0.7883
C -1.5622 1.8886 2.5579
C 0.7447 -2.2694 0.7094
C -1.9315 1.3556 1.3078
C 2.6897 0.1210 -0.0071
C -3.1597 1.1518 -0.3862
C -1.3574 0.3746 0.6056
C 3.3868 0.9162 -0.8069
C 0.5798 -1.3063 -0.4380
C 1.6807 0.3850 -1.9601
H -3.9936 1.1437 -1.1687
H -2.2954 2.4733 3.0651
H 2.8971 -0.2897 1.0214
H 1.1997 -3.1670 0.2824
H 4.2677 1.4610 -0.4834
H 1.0173 0.6071 -2.8944
H -1.2298 1.0526 3.2513
H -0.1306 -2.6238 1.1664
H -0.0351 -1.7942 -2.4825
H 1.3791 -1.8657 1.4043
H -0.9592 -2.4067 -1.0921
H -1.1860 -1.0096 -1.7537
H -0.7646 2.6040 2.3779
```

---

--- B ---
The following is a quantum chemistry calculation of the ion C10H13N2O2 with charge +1, from the OMol25 dataset.

Output
SMILES string = O=C1C=C[C@](O)(C(N2CC2)=[N+]2CC2)C1
lowest unoccupied orbital energy = -4.138 eV
net charge = +1

```
27
C10H13N2O2 ωB97M-V/def2-TZVPD
O -2.1250 1.4493 -0.6267
O 1.6680 1.5554 2.4048
N 0.1406 0.1686 -1.8845
N 0.3332 -0.8562 0.2629
C -1.5916 0.7674 1.4631
C 0.1508 2.1426 0.5474
C -0.1110 0.0730 -0.5445
C -0.7533 0.9686 2.4726
C -0.3526 -0.9854 -2.7444
C 1.0744 -2.0489 0.1793
C 1.0953 -0.8251 -2.3447
C 0.4785 -1.4468 1.5125
C 0.5423 1.5999 1.9053
C -0.9885 1.1739 0.1688
H -1.0387 0.8063 3.4761
H 0.5641 -2.9300 -0.2494
H 1.2439 -0.9666 2.2105
H -2.5668 0.4827 1.5516
H 2.0466 -1.9481 0.0409
H -0.9101 -0.8131 -3.6930
H 1.9840 -0.4459 -3.0434
H -0.8945 -1.6982 -2.1732
H 0.8248 1.9151 -0.2845
H 1.6321 -1.2883 -1.5297
H -1.9885 1.9804 -1.5886
H -0.1645 3.1550 0.5936
H -0.2935 -1.9855 1.9172
```

---

Which structure is the least stable? The one labeled A.

---

--- A ---
The following is a quantum chemistry calculation of a structure of composition C10H12N2, from the OMol25 dataset.

Output
lowest unoccupied orbital energy (alpha / beta) = -0.241 / -0.257 eV
net charge = 0

```
24
C10H12N2 ωB97M-V/def2-TZVPD
N -0.2173 2.0507 -0.5044
N -1.1003 1.1780 0.2885
C -0.7938 -0.1441 -0.1247
C -0.3815 3.4372 -0.1398
C 0.6670 -0.0946 -0.1075
C 0.7802 1.3392 0.2176
C 3.0131 -0.7907 0.0423
C 1.6142 -1.0452 -0.1641
C 3.9599 -1.7193 -0.1071
C -1.6601 -1.1688 -0.2077
C -3.0717 -1.0144 0.0013
C -3.9450 -2.0195 -0.0358
H -1.3014 3.7939 -0.5984
H 5.0031 -1.5006 0.0410
H 1.3534 1.7884 1.0158
H -4.9973 -1.8647 0.1261
H 1.3208 -2.0616 -0.3831
H 3.7133 -2.7318 -0.3845
H 0.4602 3.9953 -0.5457
H -3.6308 -3.0317 -0.2317
H -1.2814 -2.1565 -0.4270
H 3.2844 0.2203 0.3099
H -0.4381 3.5924 0.9444
H -3.4066 -0.0055 0.2011
```

---

--- B ---
The following is a quantum chemistry calculation of a structure of composition C10H12N2, from the OMol25 dataset.

Output
lowest unoccupied orbital energy = 0.675 eV
net charge = 0

```
24
C10H12N2 ωB97M-V/def2-TZVPD
N -0.2357 1.1390 -0.6414
N -1.6000 -0.1283 0.6131
C 2.5249 -1.8202 1.8426
C -0.5431 0.0102 0.1064
C 0.6164 -0.9649 0.3944
C -1.3637 1.9959 -0.5070
C -2.5183 0.9802 0.0527
C 0.9079 -2.0873 -0.3538
C -1.7969 2.7693 -1.7124
C 1.9710 -2.9365 -0.2005
C 1.4013 -0.8288 1.6487
C 2.7905 -2.7042 0.9394
H -1.3225 2.8970 0.2380
H -1.0502 3.3463 -1.9813
H 2.9601 -1.3618 3.1757
H 3.2665 -3.4875 1.1665
H 1.1010 -0.1545 2.4107
H -3.4879 1.6928 0.7548
H -2.5657 3.4230 -1.7400
H 0.9201 1.5638 -0.4887
H 2.1239 -3.9457 -0.9532
H 0.4724 -1.9563 -1.3594
H -1.6730 2.1160 -2.4723
H -2.8993 0.4425 -0.9331
```

---

Which structure is the least stable? The one labeled B.

---

--- A ---
The following is a quantum chemistry calculation of a cluster of 2 separate species, C3H8NO3 in total, from the OMol25 dataset.

Output
lowest unoccupied orbital energy = 3.925 eV
net charge = -1

```
15
C3H8NO3 ωB97M-V/def2-TZVPD
O -1.9694 -1.1696 0.0761
O -0.2743 -2.1810 1.9592
O 0.3430 2.1412 -0.7850
N 0.0625 -0.0153 -0.3213
C 2.4208 0.8706 -0.7264
C 0.8414 1.0513 -0.4339
C -1.4887 0.0561 -0.1473
H 0.4707 -0.9502 0.0056
H 2.4142 0.7552 -1.7407
H 2.9848 0.0173 -0.3872
H -1.7384 0.5578 0.7842
H 2.8143 1.8207 -0.1982
H -0.2744 -3.0272 1.6166
H -0.9319 -1.7870 1.2687
H -1.6124 0.5284 -1.2572
```

---

--- B ---
The following is a quantum chemistry calculation of a cluster of 2 separate species, C3H8NO3 in total, from the OMol25 dataset.

Output
lowest unoccupied orbital energy = 3.890 eV
net charge = -1

```
15
C3H8NO3 ωB97M-V/def2-TZVPD
O 2.7143 0.6636 1.0006
O 1.6060 -2.4058 -0.8387
O 2.1430 1.3802 -0.0921
N 1.1377 -1.2031 -0.5148
C -2.1259 0.4074 0.1256
C -0.0854 -1.0031 -0.3493
C -0.5983 0.4007 0.0287
H -0.2802 1.1171 -0.7812
H -2.3292 -0.4225 0.9012
H 1.7166 0.6593 -0.6129
H 2.3704 -0.2555 0.9143
H -2.6099 1.2865 0.6555
H -2.6406 0.3649 -0.8126
H -1.0019 -1.6822 -0.5374
H -0.0165 0.6925 0.9130
```

---

Which structure is the least stable? The one labeled B.

---

--- A ---
The following is a quantum chemistry calculation of the ion C2H5N2 with charge +1, from the OMol25 dataset.

Output
SMILES string = C#[N+]NC
lowest unoccupied orbital energy = -4.632 eV
net charge = +1

```
9
C2H5N2 ωB97M-V/def2-TZVPD
N -0.4668 1.0034 -0.1565
N 0.5820 0.3339 -0.1007
C 0.5486 -1.2369 0.1787
C -1.4300 1.5885 -0.4067
H 0.1054 -1.7024 -0.6957
H 1.4387 0.7964 0.1826
H 1.5757 -1.5424 0.3123
H -0.0469 -1.4187 1.0691
H -2.3067 2.1781 -0.3832
```

---

--- B ---
The following is a quantum chemistry calculation of a cluster of 2 separate species, C2H5N2 in total, from the OMol25 dataset.

Output
lowest unoccupied orbital energy (alpha / beta) = -4.288 / -8.435 eV
net charge = +1

```
9
C2H5N2 ωB97M-V/def2-TZVPD
N 0.5932 -0.8307 -0.3363
N -1.7364 -0.0502 -0.0941
C 0.7523 0.6215 -0.2348
C -0.4921 -0.1228 -0.1691
H 3.0255 -1.6692 0.8527
H -2.2475 0.8178 -0.0866
H 0.9785 0.9426 0.8152
H 1.4424 1.0238 -1.0733
H -2.3160 -0.7328 0.3264
```

---

Which structure is the least stable? The one labeled B.